The following is a quantum chemistry calculation of a molecular structure, C14H38LiN2O6 in a non-equilibrium geometry, from OMol25.

HOMO energy: -0.4289 Ha
2S+1: 1
largest force on an atom: 5.86 eV Å⁻¹
ΔE to the lowest compared entry with this formula, charge and spin: 0.000 eV
Kohn-Sham gap: 9.5 eV
total energy: -1124.2046 hartree
charge: +1

Each line ends with the natural charge from an NBO analysis.
Element x y z (Å)
Li1 21.386 2.842 4.298  0.86
C1 19.526 3.506 1.781  -0.24
O1 20.747 3.432 2.356  -0.75
H1 19.793 3.639 0.657  0.17
H2 18.845 4.354 1.952  0.17
H3 19.123 2.549 2.071  0.19
H4 21.434 3.929 1.857  0.49
C2 18.384 3.420 5.234  -0.27
O2 19.803 3.320 5.525  -0.75
H5 18.182 2.503 4.698  0.18
H6 17.910 4.065 4.503  0.19
H7 17.899 3.465 6.146  0.19
H8 19.747 3.627 6.430  0.49
C3 20.280 -0.006 3.376  -0.30
O3 21.320 0.942 3.802  -0.59
C4 22.583 0.401 3.538  -0.13
C5 23.583 1.463 3.882  -0.25
N1 23.137 2.083 5.115  -0.70
C6 23.874 3.329 5.493  -0.22
C7 23.476 4.538 4.659  -0.09
O4 22.091 4.692 4.561  -0.56
C8 21.771 5.891 3.835  -0.24
H9 20.238 -0.320 2.286  0.18
H10 19.304 0.319 3.245  0.20
H11 20.167 -0.955 3.722  0.20
H12 22.388 0.261 2.521  0.19
H13 22.723 -0.473 4.181  0.26
H14 23.605 2.270 3.191  0.18
H15 24.573 0.944 3.905  0.20
H16 23.253 1.508 6.087  0.40
H17 24.838 3.234 5.345  0.18
H18 23.725 3.521 6.572  0.20
H19 24.000 4.387 3.798  0.17
H20 23.970 5.398 5.145  0.19
H21 20.700 6.012 3.780  0.20
H22 22.016 5.895 2.809  0.17
H23 22.187 6.690 4.327  0.19
C9 18.293 2.964 11.320  -0.27
O5 18.708 2.965 9.893  -0.54
C10 19.715 2.099 9.719  -0.03
C11 20.133 1.927 8.185  -0.22
N2 21.046 0.890 8.132  -0.63
C12 21.130 0.324 6.713  -0.24
C13 22.068 -0.850 6.637  -0.09
O6 22.384 -1.360 5.316  -0.57
C14 22.929 -2.621 5.271  -0.24
H24 17.839 1.977 11.676  0.19
H25 17.602 3.747 11.435  0.20
H26 19.117 3.324 11.919  0.18
H27 19.427 1.180 9.979  0.14
H28 20.378 2.539 10.287  0.17
H29 20.558 2.835 7.865  0.16
H30 19.264 1.594 7.693  0.17
H31 20.714 0.186 8.830  0.36
H32 21.558 1.086 6.086  0.23
H33 19.998 -0.144 6.374  0.16
H34 21.736 -1.764 7.263  0.18
H35 22.959 -0.492 7.172  0.18
H36 23.215 -2.639 4.027  0.19
H37 22.332 -3.403 5.652  0.19
H38 23.968 -2.608 5.696  0.18

The following is a quantum chemistry calculation of a molecular structure, C14H38N2O7Ti in a non-equilibrium geometry, from OMol25.

HOMO energy (spin up / spin down): -0.3883 / -0.5320 Ha
2S+1: 5
largest force on an atom: 4.58 eV Å⁻¹
Kohn-Sham gap (spin up / spin down): 5.5 / 2.6 eV
total energy: -2041.0319 hartree
charge: +2

Each line ends with the natural charge from an NBO analysis.
Element x y z (Å)
Ti1 -0.133 0.086 -0.372  0.69
C1 2.936 -0.704 -1.628  -0.23
O1 1.719 0.027 -1.509  -0.63
C2 1.221 0.491 -2.791  -0.08
C3 0.306 1.744 -2.668  -0.25
N1 -1.064 1.410 -2.262  -0.67
C4 -1.896 2.547 -2.549  -0.26
C5 -3.416 2.242 -2.413  -0.08
O2 -3.983 1.104 -3.085  -0.53
C6 -3.853 1.175 -4.468  -0.26
H1 3.122 -1.198 -0.674  0.19
H2 3.722 0.010 -1.875  0.20
H3 2.872 -1.431 -2.438  0.19
H4 0.763 -0.360 -3.297  0.18
H5 2.084 0.811 -3.374  0.21
H6 0.384 2.236 -3.638  0.21
H7 0.861 2.345 -1.947  0.21
H8 -1.423 0.632 -2.797  0.38
H9 -1.627 2.954 -3.524  0.20
H10 -1.707 3.444 -1.959  0.21
H11 -3.902 3.156 -2.754  0.19
H12 -3.718 1.980 -1.399  0.20
H13 -2.804 1.196 -4.762  0.15
H14 -4.426 1.971 -4.943  0.19
H15 -4.303 0.260 -4.853  0.21
C7 1.767 -4.531 3.951  -0.31
O3 1.354 -3.377 3.187  -0.36
C8 0.188 -3.716 2.424  -0.08
C9 0.156 -2.751 1.222  -0.26
N2 0.062 -1.326 1.619  -0.38
C10 -1.282 -1.138 2.127  -0.28
C11 -1.481 0.376 2.302  -0.06
O4 -1.789 0.974 1.061  -0.56
C12 -2.171 2.326 1.252  -0.26
H16 1.241 -4.681 4.894  0.24
H17 2.792 -4.438 4.311  0.24
H18 1.745 -5.518 3.488  0.23
H19 -0.706 -3.724 3.046  0.24
H20 0.235 -4.744 2.063  0.23
H21 -0.738 -3.103 0.707  0.23
H22 0.948 -2.887 0.486  0.27
H23 0.754 -1.314 2.354  0.41
H24 -1.370 -1.707 3.052  0.26
H25 -2.012 -1.578 1.449  0.25
H26 -0.531 0.704 2.723  0.20
H27 -2.353 0.544 2.933  0.22
H28 -1.592 2.772 2.060  0.19
H29 -3.212 2.569 1.463  0.22
H30 -1.912 2.868 0.342  0.21
C13 2.879 1.507 1.146  -0.08
C14 3.441 1.923 2.570  -0.07
O5 4.661 1.309 2.844  -0.70
O6 1.549 1.913 0.922  -0.74
H31 2.944 0.426 1.025  0.16
H32 3.476 1.899 0.322  0.18
H33 2.690 1.597 3.289  0.15
H34 3.602 2.996 2.671  0.20
H35 4.621 0.399 3.148  0.48
H36 1.445 2.855 1.072  0.49
O7 -1.077 -2.167 -1.679  -0.92
H37 -0.944 -3.016 -1.257  0.48
H38 -1.115 -2.368 -2.614  0.50

The following is a quantum chemistry calculation of a molecular structure, C14H39AgN3O4 in a non-equilibrium geometry, from OMol25.

HOMO energy: -0.4182 Ha
2S+1: 1
largest force on an atom: 2.98 eV Å⁻¹
ΔE to the lowest compared entry with this formula, charge and spin: 3.815 eV
Kohn-Sham gap: 5.8 eV
total energy: -1168.5828 hartree
charge: +1

Each line ends with the natural charge from an NBO analysis.
Element x y z (Å)
Ag1 0.451 -0.883 -0.240  0.95
C1 0.386 -6.259 3.202  -0.62
C2 0.135 -5.190 2.163  -0.09
C3 -1.335 -4.828 2.123  -0.05
O1 -1.709 -4.180 0.908  -0.56
C4 -3.082 -3.878 0.701  -0.25
N1 0.903 -4.006 2.405  -0.82
H1 1.441 -6.481 3.362  0.22
H2 -0.248 -7.108 2.944  0.22
H3 -0.005 -5.952 4.172  0.20
H4 0.400 -5.700 1.236  0.20
H5 -1.594 -4.216 2.987  0.16
H6 -1.905 -5.751 2.235  0.17
H7 -3.324 -3.939 -0.360  0.19
H8 -3.385 -2.906 1.090  0.17
H9 -3.728 -4.614 1.182  0.18
H10 1.834 -4.325 2.632  0.35
H11 0.696 -3.769 3.365  0.35
C5 -3.096 2.279 3.613  -0.62
C6 -2.049 3.137 2.843  -0.06
C7 -2.066 4.594 3.370  -0.07
O2 -3.166 5.336 2.960  -0.55
C8 -2.961 6.740 2.763  -0.24
N2 -0.774 2.449 2.971  -0.84
H12 -3.062 1.291 3.154  0.20
H13 -4.105 2.691 3.656  0.23
H14 -2.793 2.161 4.653  0.20
H15 -2.206 3.040 1.769  0.18
H16 -1.112 5.023 3.061  0.15
H17 -2.091 4.564 4.459  0.17
H18 -2.747 7.185 3.735  0.17
H19 -3.827 7.191 2.279  0.20
H20 -2.067 6.761 2.140  0.17
H21 -0.026 3.127 2.937  0.35
H22 -0.689 2.020 3.881  0.35
C9 5.340 2.319 -2.582  -0.62
C10 4.224 1.232 -2.723  -0.07
C11 4.660 -0.233 -2.675  -0.06
O3 3.608 -1.146 -2.661  -0.56
C12 3.934 -2.533 -2.504  -0.25
N3 3.342 1.600 -1.588  -0.84
H23 4.926 3.321 -2.698  0.22
H24 6.050 2.266 -3.407  0.21
H25 5.919 2.254 -1.660  0.21
H26 3.804 1.419 -3.711  0.20
H27 5.281 -0.443 -1.804  0.16
H28 5.178 -0.438 -3.611  0.18
H29 3.060 -3.168 -2.655  0.20
H30 4.416 -2.673 -1.537  0.17
H31 4.680 -2.863 -3.227  0.18
H32 3.881 1.444 -0.749  0.35
H33 3.180 2.597 -1.562  0.36
C13 -2.133 1.423 -6.251  -0.65
C14 -2.789 0.568 -5.154  -0.06
O4 -2.215 0.781 -3.935  -0.73
H34 -2.770 1.260 -7.121  0.22
H35 -1.143 1.083 -6.552  0.22
H36 -2.261 2.489 -6.067  0.21
H37 -2.780 -0.506 -5.343  0.17
H38 -3.842 0.759 -4.949  0.16
H39 -2.641 1.583 -3.625  0.46

Question: Look up the total energy of the second one.
Answer: -2041.0319 hartree